(1)
CH12O8 | ωB97M-V/def2-TZVPD

- net charge = 0

```
21
Properties=species:S:1:pos:R:3:forces:R:3
O 0.139 -0.450 -1.328 -1.7 1.3 -1.0
H 0.556 0.474 -1.301 1.3 1.2 -0.6
H 0.806 -1.094 -1.125 1.8 -1.6 0.6
H -0.535 -0.448 -0.637 -1.0 -0.3 0.5
C 0.811 2.530 -0.605 4.2 3.8 3.2
O 1.298 3.392 0.222 -1.7 -1.9 -1.7
O -0.535 2.516 -0.702 -1.6 -1.2 -1.1
O 1.527 1.757 -1.289 -2.1 -1.5 -0.2
H -0.904 3.246 -0.204 0.5 0.5 0.3
O 0.819 -0.405 1.894 0.2 -0.6 -0.8
H 1.375 0.364 1.772 0.2 0.5 -0.1
H 0.305 -0.223 2.668 -0.4 0.2 0.7
O 1.987 -2.048 -0.486 -0.8 -0.6 -0.4
H 1.430 -2.350 0.252 0.5 0.2 0.0
H 2.663 -1.463 -0.159 0.3 0.3 0.5
O -2.063 0.289 0.027 -1.3 1.0 0.9
H -2.933 0.230 0.488 1.0 -0.2 -0.6
H -1.883 1.260 0.013 0.3 -0.9 -0.3
O -1.261 -2.575 0.074 1.0 -0.2 -0.2
H -2.013 -2.949 -0.371 -0.5 -0.2 -0.2
H -1.592 -2.053 0.796 -0.3 0.3 0.5
```
Positions in Å, forces in eV/Å.

These are the Löwdin partial charges, in e, on atoms 1 to 6: O 0.22; H 0.08; H 0.04; H 0.06; C -0.77; O -0.06

---

(2)
CH13NO4 | ωB97M-V/def2-TZVPD

- SMILES = CN.O.O.O.O
- net charge = 0

```
19
Properties=species:S:1:pos:R:3:forces:R:3
C 1.253 0.246 1.520 -1.3 -0.2 -0.1
N 0.074 -0.676 1.232 0.2 2.0 0.7
H 1.963 0.163 0.703 0.4 -0.3 0.4
H 0.954 1.299 1.553 -0.1 -0.1 0.0
H 1.568 -0.007 2.528 0.9 -0.1 -0.3
H -0.536 -0.069 0.684 -0.1 -0.6 -0.6
H -0.435 -0.649 2.118 0.0 -0.7 -0.1
O 0.996 -2.816 -0.352 -1.7 0.6 -0.8
H 0.867 -2.120 0.319 0.2 -0.2 0.3
H 1.795 -3.294 -0.297 1.3 -0.4 0.5
O 0.560 -0.753 -2.494 0.4 1.3 -0.5
H -0.162 -0.773 -3.120 -0.2 -0.3 0.0
H 0.486 -1.491 -1.901 -0.1 -1.0 0.6
O -4.240 1.392 1.153 1.1 -0.6 -1.0
H -3.390 1.624 1.554 -0.7 0.1 0.2
H -4.967 1.682 1.680 -0.4 0.5 0.8
O 1.012 2.368 -2.585 -0.1 -0.1 0.3
H 0.677 1.468 -2.520 -0.1 -0.4 -0.3
H 1.525 2.406 -1.775 0.3 0.4 0.1
```
Positions in Å, forces in eV/Å.

These are the Löwdin partial charges, in e, on atoms 1 to 6: C -0.14; N -0.07; H 0.07; H 0.06; H 0.07; H 0.07

---

(3)
CH13NO4 | ωB97M-V/def2-TZVPD

- net charge = 0

```
19
Properties=species:S:1:pos:R:3:forces:R:3
C -0.888 0.678 -1.088 -0.5 -1.7 -0.4
N -0.707 -0.757 -0.922 1.1 3.0 1.9
H -0.427 1.309 -0.234 0.0 -0.6 -0.1
H -1.947 0.910 -1.210 0.2 0.2 0.4
H -0.365 0.935 -1.974 0.6 0.7 -0.8
H 0.297 -0.834 -0.650 -1.3 -1.1 -0.7
H -1.269 -1.043 -0.076 -0.1 -1.4 -0.3
H 3.674 1.394 -1.820 0.8 0.6 -0.8
H 2.307 1.037 -1.873 1.0 1.4 -2.4
O 3.008 1.529 -2.519 -1.9 -2.0 3.2
H 1.967 0.514 -0.444 -0.4 0.0 0.1
H 1.490 -1.017 0.890 -0.4 -1.3 0.7
O 1.103 -1.933 1.047 1.5 1.5 -1.0
H -1.956 0.162 1.710 0.3 -0.4 0.2
H -1.584 -2.180 2.211 -0.3 -1.7 1.0
O -1.461 -1.502 1.586 0.1 2.3 -1.3
H 0.165 -1.773 1.262 -0.7 0.3 0.4
H -1.575 1.440 2.470 0.5 0.6 1.8
O -1.830 1.129 1.635 -0.6 -0.2 -2.0
```
Positions in Å, forces in eV/Å.

These are the Löwdin partial charges, in e, on atoms 1 to 6: C -0.13; N 0.08; H 0.13; H 0.09; H 0.06; H 0.05

---

(4)
CH13NO4 | ωB97M-V/def2-TZVPD

- SMILES = CN.O.O.O.O
- net charge = 0

```
19
Properties=species:S:1:pos:R:3:forces:R:3
C -1.657 -0.876 -1.545 0.0 0.7 -1.5
N -0.929 -0.966 -0.285 -0.6 0.3 0.0
H -1.108 -0.261 -2.274 0.5 -0.6 0.1
H -1.813 -1.875 -1.954 0.1 0.2 -0.1
H -2.598 -0.318 -1.624 -0.4 -0.4 1.0
H -1.346 -1.711 0.258 0.1 0.0 0.2
H -1.056 -0.113 0.246 0.0 0.0 0.1
O 2.158 -0.226 -3.833 -1.2 -1.1 -1.0
H 2.826 0.400 -3.625 0.5 0.8 0.8
H 1.489 -0.314 -3.140 0.8 0.3 0.2
O 1.886 -1.199 -0.823 0.5 1.5 -0.8
H 0.937 -1.029 -0.710 -0.1 -0.9 0.6
H 2.190 -2.018 -0.463 -0.4 -0.7 0.4
O -1.774 2.615 3.944 0.2 0.5 1.1
H -1.460 1.754 4.222 0.1 -0.2 -0.2
H -1.995 2.575 3.030 -0.2 -0.3 -1.0
O 1.563 1.180 3.221 -0.1 0.3 0.5
H 1.461 0.452 2.621 0.1 -0.7 -0.5
H 1.226 1.931 2.732 0.0 0.3 0.0
```
Positions in Å, forces in eV/Å.

These are the Löwdin partial charges, in e, on atoms 1 to 6: C -0.18; N -0.07; H 0.07; H 0.08; H 0.07; H 0.08

---

(5)
CH13O5S | ωB97M-V/def2-TZVPD

- net charge = -1

```
20
Properties=species:S:1:pos:R:3:forces:R:3
C -0.824 -0.619 1.840 -0.6 1.5 -0.6
S 0.915 -0.182 1.772 0.8 0.4 0.0
H -1.512 0.213 2.146 0.6 -0.7 0.0
H -1.112 -0.854 0.811 -0.6 -0.4 0.4
H -0.887 -1.436 2.517 -0.7 -0.8 0.3
H 1.047 -2.816 -0.060 3.5 -2.2 2.2
H 0.286 -1.673 -0.027 0.0 -1.5 -1.4
O 0.385 -2.540 -0.600 -3.2 3.9 -0.7
H -1.356 -1.219 -1.985 -1.9 0.3 -1.0
H -2.267 -1.512 -0.999 -1.2 -0.3 0.6
O -2.371 -1.206 -1.906 3.0 -0.2 0.5
H 1.211 3.022 0.770 -2.5 -0.4 0.7
H 0.024 2.207 1.422 0.5 -0.8 0.1
O 0.218 3.043 0.997 2.0 1.1 -0.9
H -0.833 1.837 -1.812 -1.3 -0.1 -0.7
H -2.310 1.258 -1.874 1.5 0.8 -1.0
O -1.632 1.782 -2.406 -0.1 -0.8 1.8
H 2.059 0.142 -0.194 -0.2 0.5 1.1
H 2.092 -0.760 -1.283 0.1 -0.6 -0.6
O 2.634 -0.052 -0.938 0.2 0.0 -0.6
```
Positions in Å, forces in eV/Å.

These are the Löwdin partial charges, in e, on atoms 1 to 6: C -0.65; S 0.30; H 0.02; H -0.04; H -0.02; H -0.04

---

(6)
CH13O5S | ωB97M-V/def2-TZVPD

- net charge = -1

```
20
Properties=species:S:1:pos:R:3:forces:R:3
C 3.887 -0.342 2.349 -0.3 0.4 -0.5
S 3.202 0.145 0.706 -0.2 0.0 0.1
H 4.692 0.345 2.609 0.3 -0.2 0.0
H 3.161 -0.262 3.159 -0.2 -0.1 0.0
H 4.234 -1.371 2.275 0.2 0.0 0.2
H 1.113 1.152 0.531 0.4 -0.2 -0.1
H -0.051 0.478 1.150 0.2 -0.1 -0.2
O 0.140 1.074 0.410 -0.4 -0.2 0.4
H -4.202 1.865 -0.107 0.0 0.4 0.4
H -5.194 3.015 0.285 0.3 -0.1 0.3
O -4.948 2.406 -0.411 -0.3 -0.2 -0.7
H -2.208 2.716 0.199 0.2 -0.1 0.0
H -1.673 1.480 0.912 -0.1 0.6 -0.3
O -2.463 2.047 0.843 -0.1 -0.3 0.1
H -0.704 -4.206 -3.166 -0.4 -0.1 -0.1
H -0.541 -2.759 -2.943 -0.2 0.2 -0.1
O -1.226 -3.395 -3.224 0.7 -0.2 0.1
H 0.265 -1.218 -1.472 0.5 0.3 0.2
H 1.726 -1.513 -1.957 -0.2 0.2 0.4
O 0.792 -1.657 -2.147 -0.3 -0.3 -0.4
```
Positions in Å, forces in eV/Å.

These are the Löwdin partial charges, in e, on atoms 1 to 6: C -0.68; S 0.13; H -0.02; H -0.02; H -0.03; H -0.10

---

(7)
CH14Ba3O10 | ωB97M-V/def2-TZVPD

- net charge = +3
- multiplicity = 2

```
28
Properties=species:S:1:pos:R:3:forces:R:3
Ba -2.571 1.407 2.521 0.4 0.2 -0.5
Ba -1.167 -2.373 -1.175 0.4 0.8 -0.3
Ba 0.185 4.313 0.732 0.2 -0.9 -0.6
C -0.585 0.471 0.127 2.3 1.2 -0.5
O -1.562 -0.205 0.403 -4.8 -4.0 1.2
O -0.536 1.609 0.624 0.2 4.0 1.9
O 0.332 0.033 -0.598 0.6 -1.1 -1.9
O 1.116 -2.318 -2.755 -1.0 -0.3 0.6
H 1.553 -2.972 -3.301 0.2 -0.4 -0.4
H 1.789 -1.660 -2.584 0.6 0.8 0.0
O -2.182 -1.111 3.155 0.0 0.2 0.0
H -2.046 -1.485 4.025 -0.1 -0.3 0.6
H -1.758 -1.729 2.559 0.1 -0.1 -0.3
O 1.663 0.851 3.241 0.0 0.0 0.0
H 1.496 1.794 3.256 0.1 0.3 0.2
H 0.818 0.461 3.021 -0.1 -0.3 -0.1
O 0.749 2.696 -1.600 -0.1 1.1 0.2
H 0.601 1.797 -1.307 0.1 -0.9 0.4
H 0.296 2.752 -2.442 0.0 0.2 -0.5
O -3.797 -1.254 -1.076 0.5 -0.3 0.0
H -4.705 -1.458 -1.300 -0.4 -0.3 -0.3
H -3.841 -0.395 -0.654 0.2 0.3 0.1
O 2.785 0.313 -2.083 0.0 -0.6 -0.4
H 2.413 1.023 -2.606 0.1 0.3 -0.3
H 2.072 0.043 -1.504 0.0 0.3 0.4
O 2.573 -0.750 0.688 0.2 -0.2 0.5
H 2.498 -1.597 0.248 0.3 -0.3 -0.1
H 1.813 -0.254 0.383 -0.1 0.2 0.0
```
Positions in Å, forces in eV/Å.

These are the Löwdin partial charges, in e, on atoms 1 to 6: Ba 1.72; Ba 2.09; Ba 1.61; C -1.13; O -0.32; O -0.44

---

(8)
CH14N2O4 | ωB97M-V/def2-TZVPD

- SMILES = NCN.O.O.O.O
- net charge = 0

```
21
Properties=species:S:1:pos:R:3:forces:R:3
N -0.232 -2.091 1.892 -0.1 0.0 -0.6
C -1.278 -1.087 1.921 0.1 -0.6 -0.2
N -1.534 -0.390 0.625 0.1 -0.3 0.7
H -0.416 -2.750 1.134 0.0 0.1 0.3
H 0.639 -1.638 1.639 0.1 0.1 0.1
H -2.186 -1.592 2.254 -0.1 0.1 0.1
H -0.984 -0.373 2.679 -0.1 0.3 0.0
H -1.784 0.565 0.845 0.0 0.2 -0.2
H -2.369 -0.793 0.219 -0.1 0.0 -0.2
O 1.608 2.236 -2.634 0.2 0.3 0.1
H 2.062 2.421 -1.801 -0.2 -0.2 -0.1
H 1.823 3.001 -3.183 -0.1 -0.2 0.0
O -1.711 2.075 -1.358 0.7 -0.3 -0.2
H -1.430 1.978 -2.279 -0.2 0.2 0.1
H -0.914 1.752 -0.906 -0.3 0.1 0.0
O 0.811 -0.976 -1.093 -0.6 -0.2 -0.7
H 0.632 -1.127 -2.032 0.6 0.0 0.1
H -0.099 -0.855 -0.765 0.1 0.3 0.8
O 2.165 0.078 1.118 0.2 -0.1 0.1
H 2.109 -0.491 0.337 -0.2 0.2 -0.2
H 3.088 0.056 1.387 0.0 0.0 0.1
```
Positions in Å, forces in eV/Å.

These are the Löwdin partial charges, in e, on atoms 1 to 6: N 0.00; C -0.34; N 0.00; H 0.07; H 0.03; H 0.10

---

(9)
CH14Ni2O10 | ωB97M-V/def2-TZVPD

- net charge = +2
- multiplicity = 5

```
27
Properties=species:S:1:pos:R:3:forces:R:3
Ni -0.778 -0.576 2.758 0.2 0.1 -2.7
Ni 2.477 -0.995 0.526 -2.5 -1.2 -2.2
C -0.023 -0.532 0.284 3.7 2.6 2.0
O 0.889 -0.127 -0.458 1.3 0.4 -2.9
O -0.894 0.166 0.793 -4.5 1.5 1.2
O 0.470 -1.322 1.155 1.5 -4.2 4.3
O -4.090 2.288 1.552 0.1 -0.5 0.3
H -3.245 1.952 1.254 0.1 0.2 -0.3
H -4.093 3.206 1.281 -0.1 0.4 -0.1
O 1.071 0.424 -3.152 0.4 -0.4 0.0
H 1.045 1.381 -3.131 -0.2 0.4 -0.3
H 0.993 0.162 -2.235 -0.3 0.2 -0.1
O 2.159 -2.637 -1.133 0.6 1.3 1.2
H 1.760 -3.505 -1.189 -0.1 -0.7 0.4
H 2.008 -2.248 -1.995 0.0 0.4 -0.7
O 2.663 2.618 -0.869 -0.5 -0.3 0.4
H 2.744 1.939 -1.540 0.1 0.0 -0.6
H 3.224 2.317 -0.154 0.4 0.4 0.2
O -3.084 -0.530 -0.829 0.4 -0.2 -0.2
H -2.445 0.043 -0.404 -0.3 0.3 -0.1
H -3.494 -1.008 -0.109 -0.5 -0.2 0.1
O 0.032 -4.049 1.747 -0.1 0.2 -0.1
H 0.315 -3.170 1.495 0.0 -0.1 -0.2
H -0.051 -4.011 2.700 0.0 -0.5 0.4
O -0.053 2.986 0.802 -0.1 -0.2 0.6
H -0.201 2.044 0.721 -0.2 0.0 -0.3
H 0.598 3.185 0.130 0.4 0.3 -0.4
```
Positions in Å, forces in eV/Å.

These are the Löwdin partial charges, in e, on atoms 1 to 6: Ni 1.35; Ni 1.26; C -0.78; O 0.03; O 0.04; O -0.10

---

(10)
CH14O6 | ωB97M-V/def2-TZVPD

- SMILES = CO.O.O.O.O.O
- net charge = 0

```
21
Properties=species:S:1:pos:R:3:forces:R:3
C 2.055 -0.231 -0.891 -0.5 0.0 0.7
O 1.175 -1.292 -1.329 0.1 0.4 0.1
H 1.474 0.551 -0.374 0.2 -0.3 -0.2
H 2.721 -0.681 -0.152 0.4 0.5 -0.3
H 2.587 0.248 -1.710 0.0 -0.4 -0.2
H 1.183 -1.908 -0.587 0.0 -0.2 -0.1
O 0.972 0.945 1.961 0.1 0.1 0.0
H 0.953 1.172 2.894 -0.1 0.1 -0.1
H 0.243 1.410 1.510 -0.1 -0.2 0.1
O -0.931 1.833 0.180 0.2 0.3 -0.2
H -1.755 1.611 -0.277 -0.2 -0.1 0.3
H -0.508 2.497 -0.374 0.0 0.0 0.0
O -3.562 0.756 -0.473 -0.3 -0.2 0.0
H -4.495 0.496 -0.492 0.4 0.2 0.0
H -3.074 0.044 -0.921 0.1 0.2 -0.1
O 1.911 -1.630 1.740 -0.2 -0.1 -0.1
H 1.434 -0.783 1.643 0.2 0.0 0.3
H 1.832 -1.844 2.675 0.0 -0.1 -0.1
O -1.560 -0.746 -1.851 -0.1 -0.1 0.5
H -1.978 -1.609 -1.753 0.2 -0.1 -0.1
H -0.679 -0.840 -1.419 -0.2 0.0 -0.5
```
Positions in Å, forces in eV/Å.

These are the Löwdin partial charges, in e, on atoms 1 to 6: C -0.12; O -0.14; H 0.06; H 0.07; H 0.08; H 0.07

---

(11)
CH15NO5 | ωB97M-V/def2-TZVPD

- SMILES = CN.O.O.O.O.O
- net charge = 0

```
22
Properties=species:S:1:pos:R:3:forces:R:3
C -0.948 -2.097 -2.795 0.3 0.3 0.7
N -0.931 -1.826 -1.328 -0.9 -0.3 0.2
H 0.065 -2.303 -3.104 0.3 0.0 -0.3
H -1.306 -1.228 -3.339 -0.2 -0.2 -0.2
H -1.520 -2.999 -3.001 -0.2 0.2 -0.2
H -1.344 -0.925 -1.113 0.3 0.3 -0.5
H -1.661 -2.414 -0.940 0.3 -0.4 0.3
O -0.989 0.377 6.702 -0.1 0.5 -0.5
H -1.677 1.000 6.417 0.1 -0.3 0.3
H -0.295 0.530 6.046 0.0 -0.2 0.2
O -0.356 1.322 -3.324 0.0 -0.1 0.3
H 0.120 0.773 -2.684 0.1 0.1 -0.2
H -0.971 1.769 -2.730 0.0 0.0 -0.2
O 1.452 2.355 1.541 -0.2 -0.3 -0.1
H 1.952 1.658 1.090 0.1 0.2 0.1
H 1.971 3.159 1.460 0.1 -0.1 -0.1
O 2.705 -0.472 0.361 -0.1 -0.5 0.2
H 3.360 -1.154 0.160 0.2 0.4 -0.1
H 1.990 -1.022 0.708 -0.2 0.2 -0.1
O -0.710 1.145 -0.448 0.4 0.2 1.4
H -0.414 0.465 0.178 -0.1 -0.5 -0.6
H -0.494 1.889 0.144 -0.1 0.4 -0.6
```
Positions in Å, forces in eV/Å.

These are the Löwdin partial charges, in e, on atoms 1 to 6: C -0.17; N -0.07; H 0.05; H 0.06; H 0.07; H 0.02

---

(12)
CH15NO5 | ωB97M-V/def2-TZVPD

- SMILES = CN.O.O.O.O.O
- net charge = 0

```
22
Properties=species:S:1:pos:R:3:forces:R:3
C -0.421 2.899 -0.861 0.8 0.1 -0.7
N -0.208 1.577 -0.282 0.2 -0.2 0.1
H -0.581 2.824 -1.940 -0.5 -0.2 0.1
H 0.467 3.552 -0.819 -0.2 0.1 0.4
H -1.270 3.382 -0.390 -0.1 0.1 0.0
H 0.616 1.143 -0.687 -0.1 0.1 -0.1
H -0.020 1.669 0.711 -0.2 0.0 0.0
O 4.472 -0.196 0.353 -0.1 -0.5 -0.1
H 4.899 -1.066 0.362 0.0 0.3 0.1
H 3.713 -0.337 -0.224 0.0 0.2 0.0
O 0.634 -1.953 0.830 -0.4 0.0 -0.1
H 1.152 -2.147 0.044 0.2 0.1 0.2
H 1.193 -1.494 1.463 0.2 0.0 -0.1
O -1.532 0.459 2.328 0.2 -0.2 0.0
H -2.474 0.251 2.313 0.2 -0.1 -0.1
H -1.147 -0.146 1.671 -0.4 0.3 0.1
O -1.275 -1.000 -2.225 0.5 -0.7 0.2
H -0.768 -1.708 -2.649 -0.3 0.2 -0.2
H -0.938 -1.047 -1.319 -0.3 0.6 0.1
O -2.411 -2.097 0.714 0.0 0.0 0.0
H -1.477 -2.318 0.823 0.0 -0.1 -0.1
H -2.623 -2.247 -0.216 0.1 0.1 0.1
```
Positions in Å, forces in eV/Å.

These are the Löwdin partial charges, in e, on atoms 1 to 6: C -0.19; N -0.07; H 0.07; H 0.06; H 0.07; H 0.05

---

Results for energy relative to the best compared isomer or geometry (same formula, charge and spin): 0.0; 21.8; 230.8; 27.4; 36.3; 23.8; 22.5; 11.9; 129.8; 7.7; 29.3; 28.8 (in kcal/mol, following the order of the records).
Results for maximum force: 0.1264; 0.0410; 0.0819; 0.0377; 0.0987; 0.0151; 0.1244; 0.0194; 0.1207; 0.0174; 0.0290; 0.0205 (in hartree/bohr, following the order of the records).